Formula: C34H36N2O5
Source: OMol25
Level of theory: ωB97M-V with the def2-TZVPD basis set

For the strongest force on any atom, the calculation gives 0.1124 hartree/bohr. Its gap between HOMO and LUMO is 5.77 eV. The calculation puts the energy relative to the best compared isomer or geometry (same formula, charge and spin) at 81.24 kcal/mol. The calculation puts the highest occupied orbital energy at -6.288 eV. As for the energy: -1802.76417 hartree.

Structure (ORCA input):
```
! wB97M-V def2-TZVPD RIJCOSX def2/J DEFGRID3
* xyz 0 1
C 0.00 -2.96 3.59
N 0.10 -1.66 2.98
C -0.96 -0.79 2.98
O -2.07 -1.00 3.44
C -0.47 0.49 2.28
C -0.52 1.75 3.15
C -1.92 2.05 3.64
C -2.17 2.16 5.02
C -3.48 2.31 5.47
C -4.53 2.40 4.54
C -4.26 2.35 3.17
C -2.95 2.20 2.72
N 0.90 0.14 1.91
C 1.66 1.04 1.26
C 2.96 0.83 0.84
C 3.71 1.56 -0.09
C 5.04 1.07 -0.47
C 5.84 1.74 -1.43
C 7.07 1.23 -1.84
C 7.55 0.01 -1.34
C 6.77 -0.67 -0.41
C 5.57 -0.14 0.05
C 1.33 -1.18 2.35
C 2.46 -1.10 3.39
C 1.71 -2.11 1.19
H -1.01 -3.06 4.01
H 0.17 -3.74 2.84
H 0.75 -3.07 4.38
H -1.10 0.66 1.38
H 0.16 1.60 4.01
H -0.14 2.60 2.57
H -1.33 2.08 5.71
H -3.68 2.35 6.54
H -5.55 2.52 4.89
H -5.07 2.42 2.44
H -2.71 2.16 1.65
H 1.17 1.97 1.02
H 3.38 -0.06 1.29
H 3.08 2.07 -0.98
H 5.49 2.67 -1.90
H 7.65 1.80 -2.59
H 8.48 -0.40 -1.70
H 7.06 -1.65 -0.05
H 5.01 -0.71 0.78
H 2.07 -0.67 4.33
H 2.83 -2.12 3.56
H 3.29 -0.48 3.05
H 0.81 -2.41 0.64
H 2.40 -1.63 0.49
H 2.21 -2.99 1.61
C 2.89 6.72 -0.64
C 2.68 5.88 0.60
C 2.30 6.71 1.81
O 1.60 4.92 0.41
C 1.84 3.82 -0.36
O 0.90 3.13 -0.72
C 3.25 3.40 -0.68
C 3.49 3.91 -2.11
C 4.65 4.64 -2.48
C 5.03 4.67 -3.84
C 4.25 4.01 -4.80
C 3.06 3.35 -4.42
C 2.68 3.32 -3.08
C 4.24 4.01 0.26
O 5.37 3.58 0.44
O 3.87 5.13 0.97
H 3.17 6.11 -1.51
H 1.95 7.24 -0.87
H 3.70 7.44 -0.45
H 2.15 6.07 2.69
H 3.08 7.43 2.04
H 1.38 7.25 1.62
H 5.26 5.11 -1.71
H 5.96 5.19 -4.13
H 4.54 4.07 -5.86
H 2.43 2.86 -5.16
H 1.78 2.79 -2.76
*
```

---

Formula: C34H36N3O2P2RuS
Source: OMol25
Level of theory: ωB97M-V with the def2-TZVPD basis set

For the strongest force on any atom, the calculation gives 0.0274 hartree/bohr. Its gap between HOMO and LUMO (spin up / spin down) is 6.61 / 6.55 eV. The calculation puts the energy relative to the best compared isomer or geometry (same formula, charge and spin) at 0.00 kcal/mol. The calculation puts the highest occupied orbital energy (spin up / spin down) at -7.745 / -8.118 eV. As for the energy: -2807.76431 hartree.

Structure (ORCA input):
```
! wB97M-V def2-TZVPD RIJCOSX def2/J DEFGRID3
* xyz 0 2
Ru -0.92 -0.71 -0.96
C 2.20 -1.10 -2.36
P 1.38 -0.83 -0.75
C 1.93 0.89 -0.37
N 3.09 1.15 0.16
C 3.39 2.45 0.42
C 4.64 2.77 1.00
C 4.94 4.07 1.28
C 4.00 5.10 1.01
C 2.80 4.82 0.45
C 2.47 3.48 0.13
N 1.28 3.20 -0.47
C 1.02 1.95 -0.72
P -0.60 1.53 -1.46
C -1.76 2.49 -0.46
C -0.70 2.21 -3.18
C -0.24 3.66 -3.24
C -2.19 2.07 -3.58
C 0.16 1.33 -4.10
C 2.27 -2.07 0.34
C 1.62 -2.06 1.73
C 3.77 -1.83 0.49
C 2.01 -3.43 -0.33
H 3.29 -1.13 -2.25
H 1.94 -0.30 -3.04
H 1.85 -2.04 -2.78
H 5.34 1.97 1.21
H 5.90 4.31 1.72
H 4.25 6.13 1.24
H 2.07 5.60 0.25
H -1.53 3.55 -0.53
H -1.66 2.15 0.57
H -2.77 2.28 -0.80
H -0.89 4.32 -2.67
H -0.28 3.98 -4.29
H 0.78 3.79 -2.89
H -2.79 2.85 -3.12
H -2.61 1.11 -3.30
H -2.27 2.18 -4.67
H 1.22 1.49 -3.90
H -0.04 1.60 -5.14
H -0.07 0.27 -3.97
H 1.72 -1.09 2.22
H 2.11 -2.81 2.35
H 0.56 -2.29 1.67
H 3.99 -0.91 1.01
H 4.28 -1.81 -0.48
H 4.18 -2.67 1.06
H 0.97 -3.54 -0.64
H 2.24 -4.22 0.39
H 2.65 -3.57 -1.20
O -4.76 -0.60 -2.53
C -3.79 -1.03 -1.93
O -2.88 -0.26 -1.39
C -3.60 -2.51 -1.77
C -4.70 -3.26 -1.37
C -4.60 -4.62 -1.17
C -3.40 -5.27 -1.41
C -2.30 -4.54 -1.84
C -2.38 -3.16 -2.02
S -0.93 -2.35 -2.64
H -5.64 -2.74 -1.23
H -5.46 -5.19 -0.84
H -3.31 -6.34 -1.27
H -1.36 -5.04 -2.05
N -1.77 -0.10 9.00
C -1.72 -0.18 7.86
C -1.65 -0.29 6.42
C -0.93 -1.33 5.83
C -0.85 -1.42 4.46
C -1.50 -0.49 3.64
C -2.24 0.53 4.24
C -2.31 0.64 5.61
C -1.36 -0.56 2.21
C -1.20 -0.64 1.01
H -0.43 -2.05 6.46
H -0.30 -2.23 3.99
H -2.76 1.24 3.61
H -2.88 1.43 6.08
*
```